C28H45BN6OSZr as an isolated structure. Source: the Open Molecules 2025 dataset; level of theory: the ωB97M-V functional and the def2-TZVPD basis.

XYZ file:
```
83
Properties=species:S:1:pos:R:3:lowdin_charge:R:1
Zr 0.22710 -0.38746 0.48198 1.853
C 0.89432 -0.82110 -1.79811 -0.111
C 0.60741 0.57361 -1.89009 -0.151
C -0.80601 0.72241 -1.65826 -0.151
C -1.31346 -0.59443 -1.44610 -0.101
C -0.29530 -1.55381 -1.55990 -0.289
C -0.41012 -3.05884 -1.41790 -0.548
C 0.58394 -3.51972 -0.34326 -0.022
C -0.06104 -3.71117 -2.76017 -0.012
C -1.82521 -3.46163 -1.00186 -0.032
C -1.83118 1.82867 -1.98240 -0.499
C -2.21143 1.60686 -3.46233 -0.011
C -1.41804 3.29390 -1.80823 -0.035
C -3.11541 1.62443 -1.15799 -0.049
C 1.67721 1.59146 -2.30398 -0.510
C 3.04730 0.92425 -2.48540 -0.046
C 1.85241 2.68975 -1.24566 -0.024
C 1.33433 2.16542 -3.69018 -0.022
H 1.85922 -1.25063 -2.00462 0.106
H -2.34906 -0.83040 -1.27419 0.110
H 1.61784 -3.34954 -0.64409 0.083
H 0.47122 -4.58501 -0.13854 0.111
H 0.42399 -3.01444 0.62682 0.051
H 0.94667 -3.44381 -3.08109 0.092
H -0.75982 -3.39676 -3.53574 0.102
H -0.11239 -4.79752 -2.67482 0.101
H -2.10882 -3.00732 -0.04819 0.067
H -1.88266 -4.54443 -0.89010 0.102
H -2.55847 -3.17180 -1.75605 0.100
H -1.36554 1.76557 -4.12788 0.079
H -3.00065 2.30496 -3.74511 0.103
H -2.58190 0.59306 -3.62256 0.097
H -0.55611 3.57694 -2.39924 0.065
H -1.21213 3.56669 -0.77533 0.058
H -2.24878 3.91574 -2.14328 0.103
H -3.65747 0.72605 -1.45558 0.080
H -3.78931 2.46366 -1.32741 0.104
H -2.92007 1.57349 -0.08386 0.040
H 3.42851 0.49894 -1.56083 0.056
H 3.76046 1.68445 -2.80360 0.103
H 3.03021 0.15590 -3.26030 0.100
H 2.30887 2.27468 -0.34111 0.074
H 0.91835 3.16748 -0.96390 0.054
H 2.52543 3.46064 -1.62371 0.104
H 1.22184 1.35787 -4.41602 0.104
H 2.15742 2.79783 -4.02425 0.101
H 0.43344 2.76589 -3.71560 0.054
C 4.67691 -0.91715 0.80806 0.001
C 3.48820 -1.17677 0.15042 -0.130
N 2.46345 -0.53509 0.73747 -0.078
N 3.00086 0.13898 1.79668 -0.018
C 4.31782 -0.07830 1.84784 -0.016
B 2.12608 0.69224 2.93460 -0.491
N 1.15745 1.79221 2.42165 -0.012
C 0.99629 3.00771 2.94756 -0.018
C -0.13685 3.59329 2.40446 0.006
C -0.62776 2.64403 1.52799 -0.124
N 0.15206 1.55128 1.52863 -0.086
N 1.30613 -0.51069 3.44865 -0.015
C 1.27856 -1.06506 4.66655 -0.026
C 0.51639 -2.21861 4.61074 -0.019
C 0.10414 -2.29795 3.28602 -0.141
N 0.58339 -1.26576 2.58476 -0.093
H 5.65819 -1.28362 0.56516 0.120
H 3.33170 -1.79055 -0.71885 0.108
H 4.91364 0.37179 2.62466 0.143
H 2.80585 1.14448 3.79920 0.133
H 1.69213 3.37794 3.68234 0.143
H -0.53850 4.56803 2.61673 0.120
H -1.50048 2.68476 0.90171 0.089
H 1.81206 -0.61293 5.48637 0.141
H 0.31364 -2.91006 5.40927 0.115
H -0.50223 -3.05007 2.80547 0.119
C -2.88392 -0.80088 3.70807 -0.212
S -2.94931 -0.11763 2.06320 0.953
C -4.32899 -1.03927 1.41236 -0.202
O -1.73206 -0.70534 1.33811 -0.684
H -2.85479 -1.88771 3.66221 0.073
H -3.77213 -0.45822 4.24018 0.081
H -1.99212 -0.40942 4.19463 0.061
H -5.21929 -0.74051 1.96656 0.082
H -4.14777 -2.10796 1.51294 0.076
H -4.44584 -0.75799 0.36763 0.055
```

Spin multiplicity   1
Net charge   +2
LUMO energy   -6.32 eV
HOMO level   -14.57 eV

One molecule with the formula H2N2O2. Source: the Open Molecules 2025 dataset; level of theory: the ωB97M-V functional and the def2-TZVPD basis.

XYZ file:
```
6
Properties=species:S:1:pos:R:3:nbo_charge:R:1
N 0.34091 0.28664 -1.59445 -0.399
N 0.41902 0.30564 -0.35300 0.114
O -0.25731 -0.42261 1.67304 -0.430
O -0.22043 -0.70045 0.29330 -0.118
H 0.84956 1.01271 -2.07442 0.357
H -1.13174 -0.48193 2.05553 0.476
```

Spin multiplicity   1
Net charge   0
LUMO energy   0.78 eV
HOMO level   -10.05 eV
SMILES   [H]/N=N/OO

One molecule with the formula C2H4N2O2S. Source: the Open Molecules 2025 dataset; level of theory: the ωB97M-V functional and the def2-TZVPD basis.

XYZ file:
```
11
Properties=species:S:1:pos:R:3:nbo_charge:R:1
C 0.97135 -0.43886 -0.01365 0.274
C -1.87758 -0.79671 -0.06350 0.240
H -0.97996 1.56538 0.30106 0.498
H 1.60959 1.47481 -0.15532 0.369
H 2.78142 -0.41447 -0.49379 0.337
H -2.69617 -1.51389 0.11723 0.152
N 0.72978 0.91804 -0.13201 -0.346
N 2.04449 -1.05992 -0.29599 -0.668
O -0.12762 1.48656 0.80367 -0.563
O -2.08175 0.28136 -0.56504 -0.567
S -0.37354 -1.50229 0.49736 0.274
```

Spin multiplicity   1
Net charge   0
LUMO energy   0.44 eV
HOMO level   -9.62 eV
SMILES   [H]/N=C(\NO)SC=O

An isolated ion of composition C2H2ClIO2P and charge +1. Source: the Open Molecules 2025 dataset; level of theory: the ωB97M-V functional and the def2-TZVPD basis.

XYZ file:
```
9
Properties=species:S:1:pos:R:3:nbo_charge:R:1
C 1.11871 -0.96878 0.27360 0.238
C 1.08851 0.42308 -0.10849 0.259
O 0.12125 -1.45194 0.83653 -0.515
O -0.04599 1.06875 -0.20321 -0.684
P -1.50856 0.90305 0.64632 1.011
Cl -2.65418 2.06741 -0.51837 -0.169
I -1.97174 -1.28876 -0.26322 0.438
H 2.05959 -1.47959 0.16290 0.209
H 1.79242 0.72677 -0.82606 0.214
```

Spin multiplicity   1
Net charge   +1
LUMO energy (alpha / beta)   -6.79 / -7.51 eV
HOMO level (alpha / beta)   -14.55 / -14.00 eV

One molecule with the formula ClH2NO. Source: the Open Molecules 2025 dataset; level of theory: the ωB97M-V functional and the def2-TZVPD basis.

XYZ file:
```
5
Properties=species:S:1:pos:R:3:nbo_charge:R:1
N 0.86173 -0.57552 -0.40722 -0.760
O -1.75800 0.96006 0.77137 -0.709
Cl -0.95489 0.40123 -0.37613 0.746
H 0.42088 -1.04937 0.27983 0.351
H 1.43028 0.26361 -0.26786 0.372
```

Spin multiplicity   1
Net charge   0
LUMO energy (alpha / beta)   -1.60 / -1.62 eV
HOMO level (alpha / beta)   -9.84 / -9.82 eV

C31H17Cl4IrN6O4 as an isolated structure. Source: the Open Molecules 2025 dataset; level of theory: the ωB97M-V functional and the def2-TZVPD basis.

XYZ file:
```
63
Properties=species:S:1:pos:R:3:nbo_charge:R:1
Ir 1.66328 -0.23920 -0.26479 1.431
C 1.00807 -3.09613 -3.45864 0.008
C 1.57271 -2.47455 -2.35935 0.057
N 1.16998 -1.25182 -2.01323 -0.442
C 0.20610 -0.64463 -2.72928 0.161
C -0.33692 -1.30897 -3.82199 0.035
N 0.05710 -2.51818 -4.18556 -0.315
C -0.16095 0.71181 -2.27583 0.249
C -1.01538 1.57663 -2.88903 -0.239
C -1.17582 2.89480 -2.36825 -0.007
C -0.41502 3.27098 -1.29238 -0.136
C 0.46740 2.35772 -0.67910 0.143
N 0.50776 1.08536 -1.16107 -0.468
C 1.40674 2.57454 0.35203 0.060
C 1.58351 3.76220 1.09741 0.074
N 2.52156 3.92869 1.98228 -0.373
C 3.37765 2.87582 2.17661 -0.064
C 3.24240 1.69375 1.52108 0.007
N 2.25357 1.50628 0.60880 -0.506
C -2.12476 3.83624 -3.01040 -0.030
C -1.99250 5.21675 -2.88286 -0.243
C -2.91659 6.04472 -3.49708 0.050
N -3.94694 5.60744 -4.21584 -0.388
C -4.07152 4.28956 -4.33299 0.051
C -3.20097 3.37486 -3.76280 -0.247
H 1.32537 -4.08823 -3.75105 0.225
H 2.31949 -2.93723 -1.73217 0.241
H -1.11686 -0.84194 -4.40981 0.217
H -1.53178 1.27333 -3.78647 0.231
H -0.48978 4.27106 -0.89257 0.226
H 0.90329 4.59231 0.93641 0.202
H 4.17844 3.01802 2.88781 0.216
H 3.91432 0.86258 1.68756 0.208
H -1.17351 5.66765 -2.34099 0.217
H -2.81669 7.12039 -3.40818 0.203
H -4.91732 3.93803 -4.91254 0.203
H -3.40380 2.32085 -3.88777 0.216
Cl 4.49628 -5.03087 3.92695 0.144
C 3.54695 -3.70457 3.45943 -0.096
C 2.66253 -3.12441 4.33528 -0.074
Cl 2.49350 -3.71340 5.91363 0.158
C 1.86240 -2.00065 3.92501 -0.012
Cl 0.77333 -1.29620 4.96309 0.241
C 1.96470 -1.45206 2.59860 0.302
O 1.27969 -0.49638 2.21077 -0.484
C 2.90569 -2.08309 1.67256 0.431
O 2.98872 -1.67502 0.48812 -0.576
C 3.67879 -3.19812 2.12200 -0.032
Cl 4.71594 -3.91923 1.03496 0.216
O 0.60452 -3.07165 0.67009 -0.724
C -0.33560 -2.27650 0.76505 0.761
O -0.34605 -1.10660 0.21242 -0.731
C -1.50814 -2.58520 1.63700 -0.114
C -1.88161 -3.90481 1.85545 -0.185
C -2.95125 -4.19187 2.68830 -0.218
C -3.63364 -3.16253 3.32423 -0.188
C -3.25534 -1.84454 3.11858 -0.222
C -2.19847 -1.55454 2.26746 -0.190
H -1.32507 -4.69349 1.36631 0.228
H -3.25472 -5.21808 2.84683 0.221
H -4.46528 -3.38933 3.97840 0.221
H -3.79358 -1.04606 3.61213 0.220
H -1.89592 -0.53230 2.07938 0.229
```

Spin multiplicity   6
Net charge   +1
Expectation value of S²   8.796
LUMO energy (alpha / beta)   -3.69 / -6.67 eV
HOMO level (alpha / beta)   -8.70 / -11.47 eV

Going through the records in order, we get DFT total energy values of -1967.49186 -260.99836 -736.71480 -1326.79099 -591.17403 -3765.81943 Ha.
Going through the records in order, we get relative energy (zero: lowest compared OMol25 entry of this formula, charge and spin) values of 0.00 79.61 56.55 53.73 68.49 0.00 kcal per mole.
Going through the records in order, we get largest force on an atom values of 0.82 3.89 1.30 2.46 5.36 0.55 eV/Å.